[1]
C5H12N3O | ωB97M-V/def2-TZVPD

Properties
ΔE to the lowest compared entry with this formula, charge and spin: 4.315 eV
Max |F|: 5.182 eV/Å
Orbital gap: 10.6 eV
Charge: +1
HOMO energy: -14.2889 eV

Geometry (Å):
C: -1.7885 0.0053 0.3192
C: 1.9849 -0.3077 0.6338
C: -0.4013 -0.7295 -0.2103
C: -3.0272 -0.1426 -0.4633
C: 1.1683 1.7240 -0.5246
N: 1.6181 -1.7174 0.2107
N: 0.2373 -1.7661 0.3790
N: 0.8403 0.6421 0.3413
O: -1.6512 0.6786 1.2890
H: 2.2053 -0.1433 1.7359
H: 2.8778 -0.0841 0.1521
H: -0.2114 -0.5251 -1.2450
H: -2.9406 0.5995 -1.3454
H: -3.7272 0.3043 0.1655
H: -3.0870 -1.1033 -0.9803
H: 1.1695 1.2246 -1.4894
H: 0.3432 2.3523 -0.4197
H: 2.1453 2.0613 -0.2487
H: 1.8857 -1.8109 -0.6924
H: -0.0665 -2.2125 1.2081
H: 0.4250 0.9505 1.1845

Force components x, y, z for each atom (eV/Å):
C 2.0 -1.7 -0.7
C -1.6 -0.2 2.1
C -0.4 2.4 1.6
C 2.1 1.1 -2.7
C 0.2 -1.8 -0.9
N -0.7 2.2 4.6
N -0.5 0.1 -1.8
N 1.0 -3.9 0.3
O -0.2 0.4 0.7
H -0.4 -1.1 -1.2
H 1.4 0.8 -1.2
H 0.2 -0.4 -0.7
H 0.1 -0.9 1.2
H -2.1 -0.2 0.8
H -0.7 0.0 0.7
H 0.3 0.8 -0.7
H -0.8 1.9 -0.3
H 0.3 1.0 -0.2
H 0.7 -0.7 -3.6
H -0.4 -0.2 0.9
H -0.5 0.3 1.1


[2]
C5H8O | ωB97M-V/def2-TZVPD

Properties
ΔE to the lowest compared entry with this formula, charge and spin: 2.108 eV
Max |F|: 4.559 eV/Å
Orbital gap: 10.3 eV
Charge: 0
SMILES: C=C[C@@H](C)C=O
HOMO energy: -9.5676 eV

Geometry (Å):
C: -1.3160 -0.5272 -0.1968
C: -0.2333 0.2780 0.4690
C: 0.9679 0.6714 -0.3149
C: 1.0210 0.5519 -1.6865
C: 0.2136 -0.5097 1.7484
H: -1.6894 0.0374 -1.0638
H: -2.1859 -0.6865 0.4782
H: -0.8765 -1.5422 -0.4515
H: -0.6235 1.2363 0.8930
H: 1.8639 1.0518 0.2800
H: 0.0860 0.1929 -2.3896
H: 1.9823 0.8904 -2.1534
H: 0.1540 -1.7343 1.6203
O: 0.6358 0.0897 2.7676

Force components x, y, z for each atom (eV/Å):
C -0.1 -0.7 -0.4
C -0.2 0.3 2.5
C 0.9 -0.5 -2.5
C -0.8 0.1 0.7
C 1.3 0.8 1.9
H 0.1 -0.6 0.0
H 0.6 0.1 -0.3
H -0.8 1.2 -0.2
H 0.0 -0.6 -0.2
H -1.3 -0.5 -1.0
H 2.7 0.9 2.1
H -1.2 -0.5 0.1
H 0.2 2.7 0.7
O -1.5 -2.7 -3.4


[3]
CH3BrO3S | ωB97M-V/def2-TZVPD

Properties
ΔE to the lowest compared entry with this formula, charge and spin: 0.646 eV
Max |F|: 5.617 eV/Å
Orbital gap: 9.8 eV
Charge: 0
SMILES: COS(=O)(=O)Br
HOMO energy: -10.8288 eV

Geometry (Å):
C: 0.0491 -0.1600 0.1094
O: 3.1660 -2.1322 0.6256
O: 1.9464 -1.4637 -1.4026
O: 0.9837 -0.8844 0.8570
S: 2.2544 -1.2751 -0.0293
Br: 3.3701 0.8721 0.0067
H: 0.3067 0.9162 -0.2802
H: -0.8321 0.0494 0.9246
H: -0.3583 -0.6539 -0.7854

Force components x, y, z for each atom (eV/Å):
C -4.3 3.5 0.7
O -0.7 -0.2 0.7
O -0.7 -0.1 0.2
O 1.8 -0.9 -0.9
S 2.0 2.3 -0.4
Br -0.9 -1.5 0.0
H 0.5 -2.0 1.1
H 2.0 -0.7 -2.2
H 0.3 -0.4 0.7